C9H8BF2N2S3SbSe3TeYb | the ωB97M-V functional and the def2-TZVPD basis

LUMO level: 4.288 eV
Highest occupied orbital energy: -1.19 eV
DFT total energy: -10748.13465 Ha
Orbital gap: 5.48 eV
Total charge: -2

CARTESIAN COORDINATES (ANGSTROEM)
Yb (1.6435, 0.4881, 1.1224)
Se (0.4497, 2.3221, 3.2207)
Se (0.5884, 1.2605, 5.3417)
Te (2.4874, -0.3645, 4.9541)
Se (1.5447, -1.7798, 3.1156)
N (-0.2293, 1.6944, -0.0606)
C (-1.4074, 0.8464, -0.0241)
C (-2.7008, 1.1761, 0.3425)
C (-3.8252, 0.2881, 0.1074)
C (-3.5715, -0.9432, -0.4719)
C (-2.2510, -1.3196, -0.6678)
C (-1.8593, -2.5921, -1.2520)
C (-0.5584, -2.8588, -1.3855)
C (0.4371, -2.0605, -0.8379)
N (0.1345, -0.8960, -0.3375)
C (-1.1616, -0.4933, -0.3950)
H (0.2340, 1.6959, -0.9956)
H (-0.5652, 2.5896, 0.1692)
H (-2.9022, 2.1670, 0.6758)
H (-4.8523, 0.6283, 0.2299)
H (-4.4299, -1.4784, -0.8505)
H (-2.6713, -3.2592, -1.5822)
H (-0.2362, -3.7907, -1.9004)
H (1.4589, -2.3149, -0.9074)
S (0.7039, 1.1921, -3.4221)
Sb (2.8810, 1.4476, -2.7697)
S (2.9645, 2.6905, -0.6685)
S (3.5783, -0.2914, -1.0683)
F (4.1871, 1.1084, 1.2104)
B (4.3325, 1.2710, -0.2731)
F (5.5959, 1.5764, -0.6196)